1:
{"formula": "C3H3ClO2", "method": "the ωB97M-V functional and the def2-TZVPD basis", "symbols": ["O", "C", "O", "C", "C", "Cl", "H", "H", "H"], "coordinates": [[-1.44903, 0.99944, 2.76511], [-1.16443, 1.41306, 1.72132], [-1.06552, 1.88640, 0.59859], [-0.75545, 0.47335, 0.12902], [0.55606, -0.16377, 0.17090], [0.90204, -0.85824, 1.76824], [-1.78522, 0.04653, -0.00483], [1.25434, 0.52064, -0.11724], [0.44735, -0.90262, -0.50006]], "mulliken_charge": [-0.330, 0.713, -0.258, -0.482, -0.416, -0.209, 0.343, 0.333, 0.304], "gap_ev": 8.39, "e_homo_ev": -7.96}



2:
{"formula": "C3H3ClO2", "method": "the ωB97M-V functional and the def2-TZVPD basis", "symbols": ["Cl", "C", "C", "C", "O", "O", "H", "H", "H"], "coordinates": [[-2.26780, -0.84540, -0.22024], [-0.89276, -0.16083, 0.63142], [0.65105, -0.67724, -0.25809], [1.08130, 0.52531, -0.56180], [0.18900, 1.55125, -0.39400], [-0.82337, 1.15883, 0.55260], [-0.98261, -0.69358, 1.51678], [1.06047, -1.67216, -0.26420], [1.98472, 0.81382, -1.00246]], "mulliken_charge": [-0.209, -0.017, -0.352, -0.197, -0.180, -0.178, 0.341, 0.364, 0.428], "gap_ev": 10.50, "e_homo_ev": -9.63}



Relative energies, hartree: 1 0.0000; 2 0.0209.



1:
{"formula": "C2H11O4", "method": "the ωB97M-V functional and the def2-TZVPD basis", "symbols": ["C", "O", "C", "H", "H", "H", "H", "H", "H", "H", "O", "H", "H", "O", "H", "H", "O"], "coordinates": [[-0.03974, 1.12867, 0.15995], [0.05820, -0.17854, 0.18801], [0.53783, 1.75850, 1.43282], [0.70856, 1.68840, -0.66339], [-1.09246, 1.56277, 0.05323], [0.84020, 2.71121, 0.94959], [-0.28203, 1.83474, 2.14858], [1.44114, 1.22683, 1.79364], [2.25793, -2.56959, -0.82776], [1.56210, -1.48012, 0.08905], [2.24730, -2.16998, 0.03585], [-2.17417, -1.32728, -0.16345], [-1.20860, -0.91444, 0.96247], [-2.03955, -1.44328, 0.78239], [-0.93434, -0.61738, -3.11314], [-0.58044, -0.45895, -1.59731], [-1.30193, -0.75157, -2.23053]], "mulliken_charge": [-0.299, -0.633, -1.034, 0.169, 0.201, 0.376, 0.237, 0.194, 0.274, 0.383, -0.691, 0.310, 0.340, -0.740, 0.260, 0.335, -0.683], "gap_ev": 7.88, "e_homo_ev": -4.07, "total_charge": -1}



2:
{"formula": "C2H11O4", "method": "the ωB97M-V functional and the def2-TZVPD basis", "symbols": ["C", "O", "C", "H", "H", "H", "H", "H", "H", "H", "O", "H", "H", "O", "H", "H", "O"], "coordinates": [[0.25852, 0.78656, 0.76342], [0.40403, 0.01783, -0.43555], [-0.91630, 2.01270, 0.51030], [1.15976, 1.22037, 1.20084], [-0.18543, 0.12912, 1.55950], [-1.01832, 2.61197, 1.45199], [-1.94383, 1.46225, 0.39333], [-0.56483, 2.56543, -0.39609], [-0.66758, -2.88834, -0.95010], [0.14994, -1.59773, -0.66089], [0.19674, -2.53678, -0.87514], [2.44774, -1.35399, 1.69151], [1.83342, -1.11701, 0.22746], [2.61928, -1.51094, 0.71472], [-1.18630, -0.48864, -2.14385], [-0.84877, 0.41887, -1.23308], [-1.73805, 0.26832, -1.81837]], "mulliken_charge": [-0.196, -1.094, -1.209, 0.289, 0.229, 0.372, 0.266, 0.292, 0.267, 0.518, -0.699, 0.283, 0.413, -0.681, 0.292, 0.416, -0.755], "gap_ev": 8.67, "e_homo_ev": -4.58, "total_charge": -1}



3:
{"formula": "C2H11O4", "method": "the ωB97M-V functional and the def2-TZVPD basis", "symbols": ["C", "O", "C", "H", "H", "H", "H", "H", "H", "H", "O", "H", "H", "O", "H", "H", "O"], "coordinates": [[0.18356, -1.16670, 0.94119], [-0.37732, -0.06565, 0.29487], [1.53539, -0.86680, 1.66004], [0.44512, -1.95193, 0.19974], [-0.62451, -1.72367, 1.43137], [1.73835, -1.76452, 2.26332], [1.44746, -0.01798, 2.33283], [2.32731, -0.60765, 0.96913], [1.25537, 2.03908, -0.66078], [0.32999, 1.29531, 0.27586], [1.13329, 1.96656, 0.30392], [-2.69446, 0.36209, -1.38158], [-1.82041, -0.20482, -0.21653], [-2.78741, -0.11475, -0.54251], [1.18205, -0.19090, -2.32605], [0.07181, 0.03787, -1.11043], [0.26445, 0.05388, -2.14660]], "mulliken_charge": [-0.342, -0.936, -1.108, 0.253, 0.329, 0.384, 0.272, 0.267, 0.282, 0.440, -0.754, 0.261, 0.478, -0.753, 0.267, 0.410, -0.751], "gap_ev": 8.82, "e_homo_ev": -4.77, "total_charge": -1}



4:
{"formula": "C2H11O4", "method": "the ωB97M-V functional and the def2-TZVPD basis", "symbols": ["C", "O", "C", "H", "H", "H", "H", "H", "H", "H", "O", "H", "H", "O", "H", "H", "O"], "coordinates": [[0.34873, 0.06517, -1.45135], [-0.55512, 0.26202, -0.31963], [1.90526, 0.01425, -1.15768], [0.18926, -0.91118, -1.95442], [-0.24455, 0.67310, -2.31941], [2.47936, 0.51482, -1.95053], [2.04683, 0.40412, -0.08281], [2.22212, -1.03043, -1.15256], [-0.50740, -2.60858, 1.92202], [0.12990, -1.46547, 0.92062], [0.19518, -1.91116, 1.77088], [0.07200, 2.41569, 1.48192], [-0.17517, 0.95941, 1.11251], [0.28560, 1.53406, 1.89940], [-3.12663, 0.90695, 0.87719], [-2.12959, 0.10283, 0.08855], [-3.13580, 0.07441, 0.31530]], "mulliken_charge": [-0.406, -0.791, -0.872, 0.218, 0.215, 0.311, 0.214, 0.241, 0.285, 0.324, -0.693, 0.290, 0.345, -0.722, 0.260, 0.501, -0.720], "gap_ev": 8.13, "e_homo_ev": -4.04, "total_charge": -1}



Relative energies, hartree: 1 0.0220; 2 0.0331; 3 0.0000; 4 0.0460.



1:
{"formula": "C6H11NO2S", "method": "the ωB97M-V functional and the def2-TZVPD basis", "symbols": ["C", "C", "C", "C", "C", "C", "N", "O", "O", "S", "H", "H", "H", "H", "H", "H", "H", "H", "H", "H", "H"], "coordinates": [[-2.17793, -0.51587, -0.34906], [-1.52826, -1.60250, -0.77963], [2.28655, 0.82355, 0.71431], [0.62012, 1.34957, -0.89619], [-0.19908, 0.14289, 1.07116], [0.98506, 0.24883, 0.10366], [-0.33941, -0.96730, 1.79052], [-1.28278, -1.46032, -2.13412], [-0.90388, -2.51238, -0.19469], [-3.51833, 0.36985, -0.34624], [2.78806, 0.94848, -0.24586], [1.92191, 1.76356, 1.26647], [2.73360, 0.14338, 1.33618], [-0.19183, 0.97533, -1.38776], [0.50193, 2.27737, -0.29146], [1.46185, 1.47053, -1.59455], [-0.71165, 1.14599, 1.24827], [1.20910, -0.64363, -0.61085], [-2.18308, -1.25320, -2.45627], [-1.12605, -0.86172, 2.49060], [-0.34590, -1.84241, 1.26549]], "mulliken_charge": [-0.316, 0.874, -1.214, -1.530, -0.638, 0.523, -0.287, -0.447, -0.755, -0.276, 0.374, 0.271, 0.408, 0.445, 0.394, 0.413, 0.380, 0.355, 0.315, 0.299, 0.412], "gap_ev": [6.94, 6.94], "e_homo_ev": [-7.16, -7.16]}



2:
{"formula": "C6H11NO2S", "method": "the ωB97M-V functional and the def2-TZVPD basis", "symbols": ["C", "C", "C", "C", "C", "C", "N", "O", "O", "S", "H", "H", "H", "H", "H", "H", "H", "H", "H", "H", "H"], "coordinates": [[0.46660, 1.53325, -1.30190], [0.30046, 0.41437, -1.69270], [-0.74922, 2.09077, 1.80069], [1.35157, -1.85706, -1.81660], [-1.79241, -0.01455, 1.38169], [0.27919, -0.90847, -2.25871], [-0.72747, 0.89711, 1.41930], [1.93367, 0.66464, 2.38064], [0.69139, -1.42837, 2.30863], [1.23057, -0.29198, 1.56332], [0.48526, 2.52922, -0.90691], [0.31875, 2.36870, 1.69880], [-1.50940, 2.79458, 2.23275], [2.26214, -1.42756, -2.20499], [1.02348, -2.74626, -2.30326], [1.32664, -1.93377, -0.80473], [-2.68501, 0.45644, 1.81017], [-2.26309, 0.03616, 0.36089], [-1.44688, -0.95551, 1.64455], [-0.66719, -1.24733, -1.93680], [0.17095, -0.97439, -3.37482]], "mulliken_charge": [-0.188, -0.173, -0.262, -0.968, -0.923, -0.572, -0.083, -0.536, -0.543, 0.828, 0.422, 0.265, 0.250, 0.294, 0.312, 0.300, 0.368, 0.307, 0.280, 0.295, 0.326], "gap_ev": 9.96, "e_homo_ev": -9.68}



3:
{"formula": "C6H11NO2S", "method": "the ωB97M-V functional and the def2-TZVPD basis", "symbols": ["C", "C", "C", "C", "C", "C", "N", "O", "O", "S", "H", "H", "H", "H", "H", "H", "H", "H", "H", "H", "H"], "coordinates": [[1.65340, -0.99440, -0.61504], [0.65312, -1.45305, 0.46603], [2.08783, 0.38212, -0.14467], [0.90292, 2.39915, -0.02392], [-0.16398, -0.23845, 0.82707], [-3.09300, -0.63727, 0.56784], [0.85094, 1.10504, 0.14874], [-1.38887, -0.68769, -1.48494], [-1.81649, 1.50020, -0.32664], [-1.63766, 0.06976, -0.28023], [2.54711, -1.54134, -0.79783], [1.24872, -1.02788, -1.69854], [0.11233, -2.27826, 0.35547], [1.26794, -1.66642, 1.39283], [2.69925, 0.37258, 0.84218], [2.68387, 0.91655, -0.87435], [-0.09458, 2.93029, -0.01731], [1.84980, 2.79247, -0.43993], [-3.13042, -1.44505, 1.28323], [-3.51208, 0.28685, 1.10607], [-3.72015, -0.78523, -0.28607]], "mulliken_charge": [-0.682, -0.634, -0.703, -0.223, -0.519, -0.996, 0.031, -0.642, -0.701, 1.260, 0.432, 0.243, 0.594, 0.263, 0.237, 0.528, 0.270, 0.240, 0.338, 0.315, 0.349], "gap_ev": [7.69, 7.69], "e_homo_ev": [-7.57, -7.57]}



Relative energies, hartree: 1 0.0000; 2 0.0130; 3 0.0409.



1:
{"formula": "C5H9BrO", "method": "the ωB97M-V functional and the def2-TZVPD basis", "symbols": ["C", "C", "C", "C", "C", "O", "Br", "H", "H", "H", "H", "H", "H", "H", "H", "H"], "coordinates": [[1.12712, -0.85334, 0.75363], [-1.63002, 1.25758, 0.56815], [1.71911, -0.02852, -0.33959], [-1.39055, 2.44509, 0.05249], [-0.04611, -2.41402, -0.53147], [0.35499, -1.87222, 0.57157], [-2.84601, 0.02252, -0.19541], [2.67150, -0.43473, -0.69908], [1.89839, 0.98330, 0.01703], [1.03521, 0.01535, -1.18847], [-1.88541, 2.79870, -0.83558], [-0.68401, 3.11181, 0.51738], [1.37522, -0.67771, 1.78538], [-1.14571, 0.87206, 1.45377], [-0.78484, -3.18116, -0.42728], [0.23112, -2.04471, -1.50252]], "mulliken_charge": [-0.111, -0.244, -1.022, -0.501, -0.591, -0.235, -0.136, 0.308, 0.278, 0.322, 0.243, 0.264, 0.497, 0.354, 0.279, 0.294], "gap_ev": [7.92, 8.08], "e_homo_ev": [-6.98, -7.13]}



2:
{"formula": "C5H9BrO", "method": "the ωB97M-V functional and the def2-TZVPD basis", "symbols": ["C", "O", "C", "C", "C", "C", "Br", "H", "H", "H", "H", "H", "H", "H", "H", "H"], "coordinates": [[-2.34310, 0.19656, -0.40162], [-1.11107, -0.43165, 0.14147], [0.02423, 0.34617, 0.30614], [0.10605, 1.76567, 0.24235], [1.42802, -0.48320, 0.13872], [1.49645, -1.92677, 0.01019], [3.10644, 0.34903, 0.61379], [-2.42712, 1.21692, -0.12259], [-3.17143, -0.40056, -0.05700], [-2.13350, -0.00362, -1.49401], [0.22483, 2.17900, 1.21990], [-0.75282, 2.16588, -0.27802], [1.16710, 2.04777, -0.03320], [1.87165, -2.67323, 0.86729], [0.46241, -2.25640, -0.25345], [2.05187, -2.09156, -0.89996]], "mulliken_charge": [-0.691, -0.373, 0.728, -1.214, 0.099, -1.006, -0.215, 0.313, 0.220, 0.308, 0.334, 0.393, 0.258, 0.252, 0.262, 0.333], "gap_ev": 8.06, "e_homo_ev": -7.28}



Relative energies, hartree: 1 0.0263; 2 0.0000.



1:
{"formula": "CH3IO2", "method": "the ωB97M-V functional and the def2-TZVPD basis", "symbols": ["O", "C", "I", "H", "O", "H", "H"], "coordinates": [[0.56097, -0.18662, -0.09985], [1.06282, 0.62172, -0.73578], [3.15903, 0.81008, -1.03279], [0.64185, 1.55191, -1.30258], [-1.90740, -0.60995, 1.08201], [-1.07885, -1.02722, 1.48131], [-2.43842, -1.15992, 0.60767]], "mulliken_charge": [-0.277, -0.030, -0.021, 0.320, -0.615, 0.338, 0.284], "gap_ev": 10.37, "e_homo_ev": -10.02}



2:
{"formula": "CH3IO2", "method": "the ωB97M-V functional and the def2-TZVPD basis", "symbols": ["C", "O", "O", "I", "H", "H", "H"], "coordinates": [[-0.50529, 0.00003, 0.41475], [-1.49485, 0.12706, -0.49638], [1.05020, -0.45623, -0.59736], [2.85748, -0.49176, 0.19026], [0.07950, 0.86386, 0.71108], [-0.65837, -0.96636, 0.80578], [-1.32867, 0.92341, -1.02813]], "mulliken_charge": [-0.015, -0.399, -0.632, 0.155, 0.271, 0.279, 0.341], "gap_ev": 8.43, "e_homo_ev": -8.62}



Relative energies, hartree: 1 0.0000; 2 0.0741.